(1)
Below is C18H42F21HfN4O10P3S2 as an isolated structure, with properties calculated with ωB97M-V/def2-TZVPD.

Summary:
- lowest unoccupied orbital energy (spin up / spin down) (eV) = -3.904 / -3.904
- total charge = +1
- 2S+1 = 2
- E_tot (a.u.) = -5648.39724
- <S²> = 0.751
- HOMO-LUMO gap (spin up / spin down) (eV) = 4.591 / 8.188

```
101
Properties=species:S:1:pos:R:3:forces:R:3
Hf -1.40847 2.49963 -1.59533 3.1331 -0.5815 1.0970
S 0.18304 0.09766 -0.67993 -0.0181 2.5701 -1.0137
O 0.62903 -1.19686 -1.26526 -0.8565 0.8537 1.1292
O 0.92076 0.52758 0.48195 1.6502 -2.0770 2.3425
O 0.35910 1.24175 -1.57211 3.0938 1.8148 -4.2883
O -1.22911 0.45146 -0.48533 -3.8828 -2.4941 1.4878
C 2.53591 -0.56390 -6.12657 1.5232 -0.7193 -0.9094
C 3.74712 -0.09595 -5.32655 -0.2691 -0.6372 -0.2292
O 4.89091 -0.24220 -5.61390 -0.4315 0.1963 0.3728
N 3.45204 0.63181 -4.01609 0.1546 -0.3204 1.2091
H 4.25549 1.16633 -3.71802 0.6155 0.2958 -0.4620
H 2.73876 1.32627 -4.18654 -1.1392 0.9578 0.0679
C 3.03353 -0.17177 -2.75007 0.4277 -0.1775 -2.1768
H 2.95576 -1.09669 -6.97978 0.6003 0.1978 -0.1398
H 1.98499 0.23207 -6.62758 -0.5684 0.0426 0.9281
H 2.00466 -1.41062 -5.69188 -0.6862 0.8986 0.6648
H 2.74656 0.51480 -1.95358 -0.3394 0.0547 -0.4890
H 3.91044 -0.76212 -2.48437 -0.0913 -0.0927 0.0306
H 2.22888 -0.77374 -3.17229 -0.2267 0.0236 0.9463
C 2.84135 -1.67432 1.50547 0.4040 0.0133 0.6542
C 3.80808 -0.53685 1.81411 3.7575 -0.8057 0.6124
O 4.94455 -0.69196 2.30222 -4.4559 0.7747 -1.5627
N 3.47493 0.85314 1.26320 1.1734 -1.5572 1.7788
H 4.09122 0.96824 0.47134 1.1355 0.7481 0.2186
H 2.60693 0.76039 0.75518 -2.3704 0.4765 0.2733
C 3.54761 1.91591 2.37493 -0.1315 0.0423 -0.5296
H 3.18615 -2.52258 2.09680 0.0356 0.0467 -0.0338
H 2.93359 -1.94627 0.45398 0.0921 0.2254 -0.1727
H 1.77811 -1.51057 1.68103 0.1907 0.5331 0.0307
H 3.33412 2.84149 1.84032 -0.0604 0.1110 0.5637
H 4.47967 1.90061 2.93986 0.4937 -0.1098 -1.0008
H 2.85263 1.69506 3.18506 -0.7480 -0.0841 -0.7418
C 1.19046 -6.04463 -0.64101 0.0694 0.9011 0.0927
C 0.47587 -4.64527 -0.79519 -1.6851 -2.8395 0.9653
O -0.50076 -4.37170 -0.11527 2.9255 0.3078 -2.2041
N 0.90212 -3.78275 -1.95900 -0.0452 -1.4442 -1.1653
H 0.91305 -2.83168 -1.61926 -1.2852 1.8972 -0.0790
H 1.83318 -3.87654 -2.33901 0.9442 -0.8377 1.0522
C 0.18859 -4.08792 -3.32982 -0.2351 0.1966 1.0467
H 1.35397 -6.70085 -1.49585 -0.7960 0.5117 -0.7314
H 0.62638 -6.62430 0.08967 0.1455 0.2987 0.0659
H 2.23766 -5.95669 -0.35167 -0.0135 0.4938 0.6335
H -0.87621 -3.92001 -3.16827 0.2469 0.4519 -0.5596
H 0.36971 -5.11948 -3.63179 0.0522 -0.1682 0.6535
H 0.74047 -3.50019 -4.06337 -0.7670 0.5440 0.1165
C -3.64765 1.16142 6.91207 -1.1427 0.1039 -0.5295
C -3.70379 -0.10828 5.98178 0.6578 0.6819 1.6569
C -2.39776 -0.06893 5.18052 -1.2656 -0.0865 -0.7555
N -2.12870 -1.28627 4.25531 0.0089 -2.0838 2.0543
C -1.68202 -2.42849 5.27773 -0.4559 0.6849 -1.1438
C -1.09509 -1.06305 3.17477 0.6805 0.7389 -0.2269
C -1.42892 -1.99037 1.99745 0.1083 0.7417 -0.2902
C -2.92095 -2.20753 2.11537 0.0620 -0.8831 -1.8283
C -3.36834 -1.81611 3.49396 -0.6114 -0.2982 -0.1649
H -2.73325 1.33250 7.48013 0.3780 -0.3409 -0.4910
H -4.38450 1.00704 7.70030 -0.2608 0.2241 -0.1648
H -3.90869 2.06575 6.36238 0.1171 0.0800 0.1100
H -4.56615 -0.14455 5.31609 0.0321 0.4401 0.1367
H -3.89576 -0.81716 6.78722 0.6915 -1.1441 -0.6777
H -1.53878 0.14988 5.81485 0.1260 -0.4649 -0.2475
H -2.59938 0.80100 4.55549 0.5651 -0.0508 -0.5258
H -0.92011 -2.02331 5.94363 -0.1713 0.0765 -0.1438
H -1.28471 -3.29714 4.75266 -0.0188 0.2597 -0.3364
H -2.56786 -2.76018 5.81938 0.1326 0.3443 0.0592
H -0.05019 -1.20675 3.44982 -0.2019 -0.3249 0.9543
H -1.15054 0.02002 3.06528 -0.2455 -0.0154 -1.1511
H -0.86975 -2.92462 1.94622 0.0263 -0.1524 0.9725
H -1.18313 -1.60637 1.00738 -0.1030 0.7554 0.2710
H -3.09814 -3.23388 1.79395 -0.3263 -0.3065 0.7577
H -3.47116 -1.67809 1.33751 0.1720 0.6108 0.2716
H -3.80910 -2.67633 3.99780 0.3258 0.2245 0.4657
H -4.18443 -1.11141 3.33430 0.5040 0.6384 0.7243
C 0.71788 4.42366 -5.66217 -0.7420 -0.0400 1.1677
F -0.55563 4.82199 -5.69341 0.6955 0.9009 -0.1191
F 0.70664 3.29552 -6.38807 1.6178 1.0987 -0.0524
F 1.59235 5.41115 -6.05824 -1.6066 -2.1395 0.0849
S 1.08839 4.07156 -3.80518 -0.0394 0.7158 3.0766
O 2.17833 3.12999 -3.65523 0.2773 -1.1336 -1.3441
O 1.41394 5.32948 -3.17686 -0.9049 -0.4804 -1.2876
O -0.17863 3.44760 -3.21647 -0.1701 0.3449 -0.6294
P 0.36646 4.35672 0.89375 0.5736 1.0793 0.0226
F -0.86626 5.26427 1.46979 0.4142 -2.1349 -0.7414
F 0.80218 3.92968 2.38104 0.1183 0.6330 -0.6415
F -0.39549 2.93228 0.68762 -0.5764 -2.4129 3.5439
F 1.73557 3.63394 0.28561 -0.2865 0.1972 0.5765
F -0.22856 4.28740 -0.65180 -0.5848 3.5054 -3.4290
F 1.08946 5.78482 0.66941 0.2291 -1.3652 0.2025
P -3.74891 2.71668 1.55621 -3.9606 1.4628 1.7322
F -4.06560 1.14457 1.51181 1.4111 -1.2704 -0.2474
F -4.98471 2.75758 2.67651 1.6244 0.7432 0.0825
F -2.58353 2.50778 2.59516 0.4802 -0.6297 0.3606
F -3.47829 4.31436 1.63923 -0.3948 -1.0718 -0.2145
F -2.71051 2.61831 0.27383 1.5119 -0.4149 -1.5418
F -4.84929 2.88320 0.44332 -0.8616 0.8247 -1.0370
P -1.12036 0.33600 -4.76755 -0.4031 -3.4772 -1.0573
F -1.36971 -1.15983 -4.02259 -0.6730 1.1134 0.1747
F -2.61446 0.27683 -5.40943 0.9941 0.0028 1.2921
F -1.55903 1.03761 -3.32360 -0.8058 0.2321 -0.1569
F -0.96337 1.77558 -5.42985 0.7828 -0.9331 0.5908
F 0.40631 0.16998 -4.20175 0.3904 1.8052 0.7281
F -0.50912 -0.55332 -5.97490 -0.6578 0.8567 -1.4382
```
Forces are in eV/Å.

(2)
Below is C18H42N5O6Pt as an isolated structure, with properties calculated with ωB97M-V/def2-TZVPD.

Summary:
- lowest unoccupied orbital energy (spin up / spin down) (eV) = -5.376 / -6.476
- total charge = +1
- 2S+1 = 3
- E_tot (a.u.) = -1555.16985
- <S²> = 2.020
- HOMO-LUMO gap (spin up / spin down) (eV) = 5.430 / 4.331

```
72
Properties=species:S:1:pos:R:3:forces:R:3
Pt -1.22940 2.99149 1.96760 0.6541 -1.6425 -0.7641
C 1.14429 1.24803 -1.32374 -0.1432 -0.5354 -0.8909
C 0.06597 1.02605 -0.29287 -0.5532 -0.1968 -0.6846
C 0.18316 -0.34325 0.38647 0.2855 0.0129 0.6761
O 0.07099 2.03388 0.64917 -0.1422 1.4654 1.2612
H 1.16147 2.22997 -1.79552 0.0114 0.2726 0.5849
H 0.86408 0.61479 -2.17599 0.3096 -0.2662 0.2172
H 2.12153 0.95039 -0.95110 0.1008 0.1301 -0.0893
H -0.90870 1.03672 -0.78840 -0.2176 0.0418 -0.0019
H 1.09463 -0.37782 0.98666 0.0876 -0.0046 -0.1161
H 0.23177 -1.12785 -0.36386 -0.0565 0.0596 -0.1219
H -0.64647 -0.52403 1.06568 -0.1154 -0.0068 -0.1702
C -0.34519 -2.27520 -6.43731 0.4333 0.2393 0.5622
O -0.82537 -2.69527 -7.45485 -0.1717 -0.2732 -0.6199
N -1.03057 -1.62481 -5.46789 -0.3855 -0.0549 0.2191
C -0.37770 -1.20118 -4.25651 -0.2366 -0.6626 0.4897
C -2.46914 -1.47333 -5.60259 -0.2561 -0.0638 0.4873
H 0.72608 -2.36891 -6.17039 -0.0366 -0.1006 -0.1768
H -0.93914 -1.52949 -3.37123 -0.3381 0.2571 -0.2144
H -0.26432 -0.11655 -4.21372 0.2910 -0.0129 0.0590
H 0.54820 -1.76833 -4.13154 0.3193 0.5572 -0.3355
H -2.75804 -0.52420 -6.05790 0.0841 -0.0826 -0.1973
H -2.86677 -2.31525 -6.16411 0.0666 0.1623 -0.2786
H -2.94090 -1.50365 -4.61676 0.1996 0.0638 0.0299
C 3.20620 -3.36582 1.75751 0.4696 0.8500 0.2245
O 2.92798 -4.49230 1.45595 -0.2239 -1.0997 -0.4186
N 4.41360 -2.90514 2.15410 -0.1309 -0.3136 0.1547
C 4.54179 -1.53729 2.62875 0.7038 -0.4080 -0.4428
C 5.61863 -3.72188 2.05962 -0.2665 0.0028 0.4102
H 2.45246 -2.55890 1.70394 -0.0822 0.1646 0.2354
H 4.51202 -0.87060 1.77139 -0.2506 0.4575 0.2432
H 5.53759 -1.43724 3.05278 0.0080 0.1357 0.0347
H 3.83906 -1.30682 3.42431 -0.2587 0.1634 -0.1765
H 6.24699 -3.39510 1.23041 0.0341 -0.0091 -0.0083
H 6.17252 -3.63685 2.99568 0.1017 0.0337 -0.0869
H 5.35171 -4.76619 1.93636 -0.1348 -0.0017 -0.1688
C -3.71906 0.97757 -1.44319 -0.1137 -0.1705 0.0821
O -3.56715 0.30561 -2.44108 -0.0024 0.1841 -0.0693
N -4.84293 1.62004 -1.06230 0.0292 -0.2373 -0.1823
C -4.94508 2.11307 0.28944 0.3409 0.2442 0.2117
C -6.01512 1.57959 -1.92794 0.1491 0.1970 -0.4451
H -2.91475 1.11734 -0.70007 0.1112 0.0129 0.0768
H -5.44559 1.39883 0.94987 -0.1637 0.1250 0.0044
H -5.45683 3.07438 0.30642 -0.1411 -0.0729 0.0513
H -3.93414 2.28012 0.69489 -0.2652 -0.1076 -0.1471
H -6.79691 2.20961 -1.51430 -0.0234 -0.0640 0.1171
H -5.74500 1.98093 -2.90751 0.0013 -0.0132 0.0729
H -6.39064 0.57238 -2.11043 0.0425 -0.0695 0.2823
C 5.01387 1.86626 1.27681 0.4166 0.3593 -0.2156
O 5.70696 1.40758 2.15379 0.0240 -0.3072 0.3228
N 4.42555 3.08452 1.31616 -0.3124 0.1098 -0.2244
C 3.47038 3.45402 0.29761 -0.3456 0.6001 -0.0767
C 4.38152 3.82676 2.55541 0.1633 -0.0933 0.2127
H 4.86829 1.34569 0.31482 -0.1242 0.0057 -0.0580
H 3.27548 4.52887 0.33237 0.1782 -0.0112 0.2532
H 2.49805 2.97551 0.45883 0.1055 -0.1108 -0.2342
H 3.85076 3.30764 -0.71224 -0.0263 -0.4937 0.0373
H 5.20428 3.49209 3.18113 -0.0492 0.0084 0.0597
H 4.49019 4.89244 2.36490 -0.0136 0.0293 -0.0632
H 3.43654 3.65225 3.08379 0.0430 0.0343 0.0155
C -2.29137 0.18783 3.17880 0.0982 -0.4090 0.3360
O -2.13571 1.04951 2.28678 -0.3953 0.4048 -0.1976
N -2.93710 -0.94619 2.99237 -0.2603 0.6090 -0.2098
C -3.61357 -1.27305 1.74283 0.0593 -0.2271 -0.0893
C -3.01818 -1.95328 4.03120 0.6242 -0.3265 0.5644
H -1.85921 0.27947 4.17971 0.0039 0.2265 -0.0476
H -3.22427 -2.23242 1.39944 -0.0709 0.0643 -0.1656
H -3.45325 -0.50648 0.99443 0.1697 0.0430 0.0141
H -4.68576 -1.37343 1.91074 0.0103 -0.0160 0.1154
H -2.27712 -2.73565 3.84723 -0.2257 -0.0948 -0.1381
H -2.77282 -1.53972 5.00922 -0.1106 0.1878 -0.0826
H -4.01132 -2.38775 4.07998 -0.0866 0.0446 -0.1091
```
Forces are in eV/Å.

(3)
Below is a 10-piece molecular cluster, C18H42N6O24 overall, with properties calculated with ωB97M-V/def2-TZVPD.

Summary:
- lowest unoccupied orbital energy (eV) = -0.222
- total charge = 0
- energy above the lowest of the compared OMol25 structures with the same formula, charge and spin (eV) = 0.000
- E_tot (a.u.) = -2844.79246
- structure (SMILES) = C[N+](=O)[O-].C[N+](=O)[O-].C[N+](=O)[O-].C[N+](=O)[O-].C[N+](=O)[O-].C[N+](=O)[O-].COC(=O)OC.COC(=O)OC.COC(=O)OC.COC(=O)OC
- HOMO-LUMO gap (eV) = 10.171

```
90
Properties=species:S:1:pos:R:3:forces:R:3
C -3.10886 0.61287 -0.46280 0.1163 -0.0387 0.0336
N -4.40724 0.41541 -1.16173 0.2728 -0.5613 0.4029
O -4.73250 -0.72795 -1.41071 -0.1536 0.0969 -0.1620
O -5.05068 1.40254 -1.43992 -0.1870 0.2441 -0.1193
H -2.49682 1.17043 -1.16283 0.2226 0.0633 0.1373
H -2.67865 -0.34149 -0.19311 -0.0590 -0.1156 -0.2494
H -3.27515 1.17313 0.45061 -0.1687 0.2981 -0.1267
C 0.78336 4.70883 4.28794 0.6669 0.3454 -0.5278
N 2.25325 4.72844 3.96188 -0.1427 -0.1587 0.0529
O 2.99510 5.35483 4.68540 -0.0633 0.0344 0.0391
O 2.59359 4.08115 2.99329 0.0307 -0.0026 0.0086
H 0.29178 4.72911 3.32375 -0.2627 -0.1328 0.0903
H 0.57306 5.60353 4.86023 -0.0749 -0.1416 0.2317
H 0.60826 3.77719 4.81281 -0.1492 0.0295 0.1121
C -2.09556 -3.22770 -2.11267 -0.0431 0.0056 0.0935
N -1.56217 -1.87230 -2.40264 0.4467 0.0097 0.1614
O -0.51265 -1.56027 -1.86847 -0.1462 -0.0929 -0.0410
O -2.20425 -1.16232 -3.13744 -0.1824 0.1704 -0.2081
H -2.63627 -3.56289 -2.98968 -0.0441 -0.0213 0.0154
H -2.76694 -3.12094 -1.26226 -0.0509 0.0433 -0.0287
H -1.25507 -3.86113 -1.85647 0.0287 -0.0454 0.0079
C -3.97154 5.53230 3.00830 -0.4488 0.5372 -0.9200
N -3.13734 4.61415 2.18467 -0.1271 -0.5449 0.5977
O -1.93178 4.69959 2.31183 0.0826 0.1991 -0.1199
O -3.71120 3.80355 1.49429 0.0375 0.1429 -0.1527
H -4.97754 5.13182 3.05308 0.1215 -0.3029 0.3332
H -4.06509 6.44786 2.41847 0.2869 0.0461 0.1886
H -3.48265 5.72335 3.95134 0.0171 -0.0844 0.0980
C -2.96349 5.07498 -3.02132 0.0478 0.7911 -0.7459
N -2.10199 3.95459 -2.60533 -0.1832 -0.3925 -0.1710
O -2.06971 3.66307 -1.42967 0.1583 0.1428 0.2007
O -1.54092 3.34812 -3.49501 0.1313 0.1358 0.1461
H -3.59212 4.68485 -3.81662 -0.3161 -0.0421 0.2778
H -2.36003 5.84857 -3.49967 0.2965 -0.2351 0.1466
H -3.48066 5.52299 -2.18455 -0.1720 -0.3835 0.1405
C 4.37356 2.30069 0.02817 0.4182 -0.0860 0.8507
N 5.45516 3.08312 0.71024 -0.4612 -0.1206 0.5994
O 5.30024 4.27692 0.81789 0.1451 0.2956 -0.3476
O 6.33699 2.44903 1.26119 0.0894 -0.0717 -0.3716
H 3.73840 2.02991 0.87211 -0.2225 -0.0772 -0.1992
H 4.83247 1.40743 -0.37437 -0.1440 0.0570 -0.3539
H 3.83441 2.93562 -0.65816 0.1065 0.0134 -0.1957
C 1.74268 -1.72483 0.63049 -0.0836 0.1653 -0.9640
O 1.82544 -0.33947 0.98839 0.2978 -0.1418 0.1539
C 0.72007 0.38161 0.93666 -0.7619 -0.1782 -0.4085
O -0.40376 -0.05981 0.84636 0.1747 0.2957 0.1445
O 1.07737 1.65251 0.98090 0.7011 0.4869 0.3672
C 0.11564 2.67133 0.76911 -1.0049 0.2810 -0.2904
H 0.74984 -2.15737 0.73064 0.0665 0.1019 0.7191
H 2.54415 -2.19536 1.18228 -0.2146 -0.3600 0.1152
H 1.91795 -1.80710 -0.44659 0.3327 0.0390 0.1173
H 0.33142 3.57945 1.32482 0.6020 -0.3288 0.2758
H -0.87687 2.35033 1.08016 0.0002 -0.1349 -0.1662
H 0.10463 2.95293 -0.28343 -0.0903 -0.2538 -0.0357
C 1.83337 -4.39174 -3.38591 -0.0805 -0.0771 0.0114
O 2.06796 -4.02261 -2.02066 -0.3446 -0.0767 0.0584
C 2.31210 -5.02617 -1.17150 0.0294 0.3031 -0.0537
O 2.72371 -6.11198 -1.46215 -0.1070 -0.2639 0.0456
O 2.03170 -4.57900 0.06125 0.0281 -0.0940 -0.3708
C 2.21000 -5.49807 1.12777 1.2000 -0.0805 0.7121
H 2.27506 -3.60870 -3.99244 0.0604 -0.1045 -0.1031
H 0.75713 -4.43603 -3.57066 0.0226 0.1607 0.1132
H 2.24079 -5.37499 -3.60638 0.2769 0.1236 0.0043
H 2.82669 -5.00320 1.88636 -0.5203 0.2497 0.0666
H 2.83482 -6.35197 0.86703 -0.4593 -0.1276 -0.4877
H 1.25004 -5.79793 1.53075 -0.0860 -0.0442 -0.0113
C 4.34085 -1.56103 -4.45650 -0.3191 0.4324 -0.5338
O 4.90236 -2.15237 -3.30064 0.0955 -0.5089 0.1717
C 4.79275 -1.42963 -2.18851 -0.0366 -0.0777 0.1068
O 4.40867 -0.29242 -2.13475 -0.0557 0.2695 0.0711
O 5.16482 -2.18198 -1.15748 0.2775 -0.1322 -0.2271
C 5.23271 -1.52205 0.11036 -0.2668 -0.1381 0.0335
H 4.78489 -0.58719 -4.65858 -0.0363 0.0086 0.0751
H 3.26043 -1.44634 -4.34790 0.0539 0.1157 0.1088
H 4.52650 -2.21615 -5.30271 0.1901 -0.1847 0.1661
H 6.14448 -0.93561 0.20864 -0.0209 0.0845 -0.1336
H 5.24367 -2.33021 0.83593 0.0000 0.0520 0.0830
H 4.34865 -0.90157 0.23938 0.1107 0.0985 0.1337
C -6.62605 -3.00231 0.87802 -0.7145 0.3779 0.7909
O -5.33573 -2.41960 0.91606 0.0738 0.2908 -0.3451
C -4.50270 -2.79046 1.87823 -0.2298 -0.3326 0.0554
O -4.72154 -3.58134 2.75822 -0.0128 0.0424 0.0865
O -3.36771 -2.13524 1.67615 0.2494 0.1240 -0.0101
C -2.36527 -2.27251 2.68571 0.3552 0.0872 -0.1256
H -6.62673 -3.90241 0.27280 -0.0363 -0.0891 0.0178
H -7.31318 -2.25046 0.49168 0.2872 -0.0506 -0.4832
H -6.99511 -3.17751 1.89193 0.2788 -0.4536 -0.0788
H -2.67160 -1.76419 3.59801 -0.0369 0.0217 0.0046
H -1.49517 -1.78930 2.24504 0.0069 0.0334 0.1919
H -2.14270 -3.31294 2.91561 -0.1733 -0.0624 -0.0984
```
Forces are in eV/Å.